{"formula": "C13H22IrN3O3", "method": "ωB97M-V/def2-TZVPD", "homo_lumo_gap_ev": 8.29, "total_charge": 2, "e_above_lowest_ev": 0.080, "molar_mass_g_mol": 460.554, "e_homo_ha": -0.58719, "max_force_ha_per_bohr": 0.0106, "lumo_ha": -0.2827, "elements": ["Ir", "N", "C", "C", "O", "O", "H", "H", "H", "H", "N", "C", "C", "C", "N", "H", "H", "H", "H", "H", "H", "H", "H", "H", "H", "C", "C", "O", "C", "C", "C", "C", "C", "C", "H", "H", "H", "H", "H", "H", "H", "H"], "positions_angstrom": [[0.447830, -0.969877, -0.995320], [2.358276, -0.964934, -1.893955], [3.056462, -2.248012, -1.553527], [2.223174, -3.161405, -0.667420], [2.616295, -4.189355, -0.243749], [0.994789, -2.648126, -0.296175], [2.342668, -0.860691, -2.904816], [2.901175, -0.176533, -1.549258], [3.994304, -2.041662, -1.040715], [3.297697, -2.795761, -2.462464], [-0.542119, -0.167750, -2.646735], [-1.827559, 0.575581, -2.448013], [-2.837409, -0.217738, -1.636709], [-2.477666, -0.353672, -0.166419], [-1.340336, -1.288965, 0.041830], [0.088389, 0.449255, -3.158590], [-0.725184, -0.954050, -3.269023], [-2.229445, 0.800159, -3.436650], [-1.589866, 1.522087, -1.965729], [-3.009172, -1.200565, -2.087905], [-3.793562, 0.303361, -1.699967], [-3.337888, -0.711149, 0.400079], [-2.191142, 0.609991, 0.254971], [-1.646691, -2.238658, -0.171735], [-1.117139, -1.306087, 1.038490], [0.506124, 3.246224, 0.098210], [0.474560, 1.771665, 0.301418], [0.578425, 1.074677, -0.742028], [0.304342, 1.222801, 1.644394], [1.001402, 0.082493, 2.065451], [0.830249, -0.401178, 3.349282], [-0.050897, 0.235878, 4.219360], [-0.730772, 1.378708, 3.818263], [-0.535985, 1.888324, 2.545776], [0.808590, 3.489180, -0.916292], [1.166064, 3.718017, 0.825741], [-0.494052, 3.655073, 0.272647], [1.732798, -0.389943, 1.421619], [1.395639, -1.261348, 3.681233], [-0.188085, -0.149667, 5.220799], [-1.397948, 1.883875, 4.502778], [-1.056338, 2.789757, 2.250850]], "atomic_forces_ev_per_a": [[0.3, 0.0, 0.2], [-0.1, 0.0, 0.0], [0.0, -0.1, -0.2], [0.2, 0.3, 0.4], [-0.1, -0.1, -0.1], [-0.3, 0.0, -0.3], [0.0, 0.0, 0.0], [0.0, 0.0, 0.0], [0.0, 0.0, 0.0], [0.0, 0.0, 0.0], [0.0, -0.1, 0.0], [-0.1, -0.1, 0.0], [0.1, 0.1, 0.0], [-0.1, -0.1, -0.1], [0.0, 0.1, 0.1], [0.0, 0.0, 0.1], [0.0, 0.0, 0.0], [0.0, 0.0, 0.0], [0.0, 0.0, 0.0], [0.0, 0.0, 0.0], [0.0, 0.0, 0.0], [0.0, 0.0, 0.0], [0.0, 0.0, 0.0], [0.0, 0.0, 0.0], [0.1, 0.0, 0.0], [0.0, 0.0, 0.0], [0.0, 0.1, -0.1], [0.0, 0.0, 0.1], [0.0, 0.0, 0.0], [0.0, -0.1, 0.0], [0.0, 0.0, 0.0], [0.0, 0.0, 0.0], [0.0, 0.0, 0.0], [0.0, 0.0, 0.0], [0.0, 0.0, 0.0], [0.0, 0.0, 0.0], [0.0, 0.0, 0.0], [0.0, 0.0, 0.0], [0.0, 0.0, 0.0], [0.0, 0.0, 0.0], [0.0, 0.0, 0.0], [0.0, 0.0, 0.0]], "nbo_charge": [1.1898, -0.7701, -0.3696, 0.7583, -0.4456, -0.7030, 0.4125, 0.4181, 0.2651, 0.2654, -0.6987, -0.2261, -0.4472, -0.2228, -0.7569, 0.4109, 0.4131, 0.2409, 0.2158, 0.2258, 0.2704, 0.2383, 0.2049, 0.4180, 0.4249, -0.7241, 0.6839, -0.6121, -0.2688, -0.1773, -0.2040, -0.1266, -0.2125, -0.0931, 0.2583, 0.2783, 0.2729, 0.2152, 0.2510, 0.2517, 0.2519, 0.2230]}

{"formula": "C13H22N2S", "method": "ωB97M-V/def2-TZVPD", "homo_lumo_gap_ev": 7.78, "e_above_lowest_ev": 12.869, "molar_mass_g_mol": 238.400, "e_homo_ha": -0.26247, "max_force_ha_per_bohr": 0.2775, "lumo_ha": 0.0234, "elements": ["N", "C", "N", "C", "C", "S", "C", "H", "H", "C", "C", "H", "C", "H", "C", "C", "H", "H", "C", "H", "H", "C", "C", "H", "H", "C", "H", "H", "H", "H", "H", "H", "H", "H", "H", "H", "H", "H"], "positions_angstrom": [[-1.898817, 2.874605, -2.851790], [-1.066513, 1.825299, -2.596407], [-1.566091, 0.592212, -2.346780], [-0.456805, -0.234049, -1.785980], [0.969244, 0.288677, -1.721060], [0.715575, 2.019582, -2.143211], [2.094351, -0.120009, -1.083347], [2.725823, -0.459878, -2.210015], [1.952429, -1.364302, -0.862290], [2.882144, 0.644683, -0.284843], [2.121306, 0.450624, 1.188746], [2.113283, -0.656295, 1.471419], [1.225947, 1.380398, 1.337793], [0.308993, 1.306418, 0.449042], [0.230536, 0.816214, 2.505358], [-1.017444, 0.045846, 2.248775], [-1.541155, -0.064660, 3.001213], [-1.557737, 0.539280, 1.424972], [-0.546350, -1.407834, 1.459039], [-0.115961, -1.863013, 2.498650], [0.332151, -1.275826, 0.846677], [-1.724396, -2.226609, 1.129671], [-2.160179, -1.767826, -0.393023], [-2.631562, -0.702848, -0.193223], [-2.822373, -2.702164, -0.904430], [-0.919575, -1.644917, -1.521762], [-1.098484, -2.002881, -2.353138], [-0.166126, -2.337640, -1.206407], [-2.454670, -2.221024, 1.773130], [-1.189688, -3.167480, 0.886351], [0.705185, 0.326823, 3.239759], [-0.205409, 1.684799, 3.007428], [1.241599, 2.429951, 1.472770], [3.188444, 0.979546, 1.884935], [2.906367, 1.661356, -0.562427], [3.677464, 0.211430, -0.311358], [-1.326286, 3.425915, -3.447348], [-2.925217, 2.715598, -3.046887]], "atomic_forces_ev_per_a": [[0.0, 0.0, -0.2], [-0.4, -4.4, 2.6], [4.7, 1.3, 0.7], [2.2, 1.5, -0.6], [-11.7, 2.1, -1.8], [-1.3, -0.1, -1.0], [1.4, -9.5, -7.2], [-0.6, 0.9, 2.6], [0.3, 3.4, 0.3], [-7.5, 4.1, 5.5], [14.0, -2.7, -1.1], [-0.6, 1.9, -0.4], [-14.0, 1.9, 0.7], [2.6, 0.3, 1.8], [-1.7, 4.1, -1.1], [6.1, -0.9, -12.1], [-5.1, -1.6, 7.3], [-0.3, 0.3, 0.5], [-0.1, 2.2, 7.7], [-0.4, 0.4, -2.3], [-0.6, -0.1, -0.7], [5.7, -0.6, -8.6], [-0.7, -0.8, -0.7], [0.3, -2.4, -1.3], [1.0, 3.1, 1.6], [0.8, 3.7, 9.6], [-3.1, -3.5, -8.2], [1.1, 0.0, 0.8], [-3.9, -0.2, 3.4], [-1.3, -0.5, 0.7], [2.6, -1.8, 2.6], [0.5, 0.5, 0.2], [1.5, 0.8, 0.1], [-2.7, -2.1, -1.2], [0.2, 1.2, -0.1], [9.9, -4.1, 0.5], [-0.8, 1.6, -0.9], [2.1, 0.0, 0.1]], "nbo_charge": [-0.8196, 0.2858, -0.5158, 0.1582, -0.2069, 0.2401, -0.3963, 0.1843, 0.2361, -0.4253, -0.3443, 0.2456, -0.4768, 0.1960, -0.3804, -0.3447, 0.1729, 0.1823, -0.3994, 0.1789, 0.2223, -0.4116, -0.3914, 0.2223, 0.2104, -0.4295, 0.1979, 0.1975, 0.2034, 0.1951, 0.1832, 0.1925, 0.2473, 0.1714, 0.2107, 0.1974, 0.3871, 0.4233]}